A 9-piece molecular cluster, C4H24O9S2 overall, computed with ωB97M-V/def2-TZVPD.

Computed properties:
HOMO-LUMO gap (alpha / beta), eV: 8.54 / 4.53
Relative energy (zero: lowest compared OMol25 entry of this formula, charge and spin), kcal/mol: 0.0
HOMO energy (alpha / beta), eV: -12.26 / -12.20
Total charge: +1
2S+1: 2

Structure (XYZ):
```
39
C4H24O9S2 | the OMol25 dataset | ωB97M-V/def2-TZVPD
C 1.226 0.644 -0.005
C 2.688 0.634 0.388
O 3.350 1.600 0.065
C 0.413 -0.462 0.625
S -0.173 -0.217 2.333
S -1.106 1.548 2.534
C -2.458 1.548 1.312
H 0.741 1.618 0.054
H 1.170 0.596 -1.116
H 3.137 -0.279 0.905
H 0.923 -1.409 0.723
H -0.482 -0.820 0.050
H -3.360 1.143 1.771
H -2.404 0.872 0.454
H -2.446 2.612 1.115
H -1.213 -0.109 -2.563
H -2.604 -0.279 -2.065
O -1.921 -0.789 -2.521
H 2.017 4.648 0.730
H 2.622 3.365 0.325
O 1.954 4.006 0.009
H -1.741 -4.465 1.945
H -2.021 -4.238 0.477
O -1.391 -4.686 1.073
H -1.945 -1.996 -1.173
H -1.857 -3.576 -0.910
O -2.163 -2.731 -0.571
H 2.768 -2.542 0.851
H 3.977 -1.680 1.134
O 3.007 -1.623 1.095
H -0.899 3.957 -0.788
H 0.066 4.685 -1.716
O -0.820 4.300 -1.682
H -1.075 2.508 -2.470
H 0.079 1.693 -2.516
O -0.837 1.591 -2.209
H 0.726 -4.355 0.153
H 0.869 -3.656 1.549
O 1.178 -3.655 0.638
```



A 8-piece molecular cluster, C4H25NO7S2 overall, computed with ωB97M-V/def2-TZVPD.

Computed properties:
HOMO-LUMO gap (alpha / beta), eV: 2.06 / 7.49
HOMO energy (alpha / beta), eV: 0.32 / -5.17
Total charge: -1
2S+1: 2

Structure (XYZ):
```
39
C4H25NO7S2 | the OMol25 dataset | ωB97M-V/def2-TZVPD
S -0.081 -3.907 1.320
S 1.750 -2.932 0.982
C 1.567 -1.102 1.189
C 0.734 -0.524 0.068
C 0.258 0.921 0.365
N 0.914 1.868 -0.598
C 0.615 3.237 -0.139
H -0.687 -3.870 0.105
H 2.595 -0.759 1.255
H 1.236 -1.004 2.225
H -0.170 -1.114 -0.053
H 1.268 -0.645 -0.871
H -0.800 0.939 0.115
H 0.527 1.238 1.362
H 1.898 1.709 -0.531
H 1.438 3.628 0.464
H -0.352 3.274 0.366
H 0.636 3.988 -0.940
H -3.446 3.512 1.552
H -2.862 3.432 2.986
O -2.625 3.396 2.057
H 0.326 1.439 -2.163
H 0.859 1.124 -3.641
O 0.085 1.306 -3.119
H -1.634 -2.297 -2.792
H -1.004 -0.841 -2.961
O -0.939 -1.709 -2.511
H -3.558 2.716 -0.293
H -4.133 1.665 0.500
O -4.388 2.522 0.151
H 2.392 -2.266 -2.772
H 0.963 -1.674 -2.650
O 1.889 -1.456 -2.856
H -1.690 1.577 -2.247
H -1.799 3.081 -1.744
O -2.254 2.232 -1.811
H 2.778 2.047 2.775
H 1.672 0.976 3.114
O 2.616 1.167 3.092
```



A 8-piece molecular cluster, C4H25NO8 overall, computed with ωB97M-V/def2-TZVPD.

Computed properties:
SMILES string: COC[C@H](C)N.O.O.O.O.O.O.O
HOMO-LUMO gap, eV: 10.48
Relative energy (zero: lowest compared OMol25 entry of this formula, charge and spin), kcal/mol: 25.2
HOMO energy, eV: -9.93

Structure (XYZ):
```
38
C4H25NO8 | the OMol25 dataset | ωB97M-V/def2-TZVPD
C 9.089 14.816 6.981
O 7.676 14.684 6.746
C 7.465 14.882 5.299
C 6.123 14.284 5.010
C 4.959 14.907 5.816
N 6.227 12.815 5.268
H 9.547 14.001 6.422
H 9.327 14.619 8.069
H 9.424 15.829 6.785
H 7.437 15.944 5.089
H 8.167 14.382 4.651
H 5.935 14.346 3.925
H 4.042 14.325 5.572
H 4.815 15.888 5.385
H 5.180 14.913 6.868
H 6.905 12.364 4.622
H 6.541 12.755 6.233
O 8.262 10.985 7.275
H 7.830 10.143 7.361
H 7.718 11.679 7.685
O 3.811 7.181 4.758
H 3.073 7.478 4.206
H 4.574 7.445 4.209
O 4.243 9.051 7.155
H 4.263 9.985 6.899
H 3.840 8.502 6.464
O 5.986 8.813 4.661
H 6.422 8.466 5.472
H 5.630 9.604 5.095
O 9.312 11.043 4.432
H 9.665 10.269 4.025
H 9.226 10.877 5.344
O 4.119 11.709 6.689
H 3.288 11.948 6.257
H 4.804 12.010 6.079
O 6.971 8.366 7.366
H 7.057 7.449 7.717
H 6.028 8.651 7.446
```



A 10-piece molecular cluster, C4H25O11 overall, computed with ωB97M-V/def2-TZVPD.

Computed properties:
HOMO-LUMO gap (alpha / beta), eV: 8.56 / 3.26
HOMO energy (alpha / beta), eV: -10.52 / -9.91
2S+1: 2

Structure (XYZ):
```
40
C4H25O11 | the OMol25 dataset | ωB97M-V/def2-TZVPD
O -2.336 -2.902 -0.814
C -1.492 -2.360 -0.138
C -0.303 -1.752 -0.787
C -0.627 -1.438 -2.215
C -1.377 -0.022 -2.421
O -0.446 0.595 -3.471
H -1.635 -2.386 0.919
H 0.526 -2.491 -0.805
H 0.144 -0.838 -0.195
H 0.366 -1.437 -2.776
H -1.204 -2.359 -2.625
H -2.327 0.027 -2.926
H -1.271 0.520 -1.432
H -1.111 3.193 -0.139
H -1.041 1.786 0.464
O -1.487 2.317 -0.214
H -2.186 0.291 3.104
H -1.198 0.950 1.896
O -2.041 0.595 2.260
H 1.289 1.222 0.183
H 0.069 2.093 2.005
O 0.286 1.333 1.527
H -3.010 1.621 -0.332
H -3.092 0.919 1.105
O -3.580 1.298 0.320
H 2.638 -1.557 1.054
H 2.553 -1.868 -0.417
O 2.569 -2.304 0.378
H 3.017 1.124 1.682
H 1.645 1.410 2.300
O 2.489 1.231 2.571
H 2.206 -0.002 -1.243
H 3.680 -0.059 -1.163
O 3.003 -0.551 -1.672
H 0.990 1.942 -1.262
H 0.315 0.880 -2.929
O 1.652 1.415 -0.739
H 0.071 -0.518 2.670
H 1.556 -0.882 2.934
O 0.700 -1.036 3.347
```



C4H26ClO9 as an isolated structure, computed with ωB97M-V/def2-TZVPD.

Computed properties:
HOMO-LUMO gap, eV: 9.36
Relative energy (zero: lowest compared OMol25 entry of this formula, charge and spin), kcal/mol: 277.7
HOMO energy, eV: -6.41
Total charge: -1

Structure (XYZ):
```
40
C4H26ClO9 | the OMol25 dataset | ωB97M-V/def2-TZVPD
Cl 0.363 0.820 0.559
O 0.642 0.761 -2.049
H 0.409 0.909 -1.133
H 0.171 -0.035 -2.292
O -1.829 1.301 1.672
H -0.995 1.093 1.252
H -2.198 0.451 1.910
O -0.687 -1.375 1.799
H -1.482 -1.493 1.279
H -0.297 -0.569 1.462
O -0.013 0.925 3.189
H 0.822 0.462 3.119
H -0.242 1.144 2.286
O -0.810 2.849 -1.008
H -0.297 2.813 -1.816
H -0.366 2.243 -0.415
O 2.897 0.798 0.043
H 2.845 -0.058 -0.382
H 1.986 1.035 0.217
O 1.860 2.603 2.017
H 1.120 2.305 1.488
H 2.573 2.006 1.791
C 1.056 -1.467 -0.140
C 2.077 -2.591 -0.146
O 1.721 -3.557 -1.142
H 0.019 -1.774 -0.007
H 1.052 -0.855 -1.042
H 1.314 -0.754 0.642
H 2.237 -3.043 0.833
H 3.110 -2.251 -0.220
H 2.248 -4.347 -0.998
C -3.142 -0.495 -1.904
C -2.103 0.391 -1.235
O -1.014 -0.355 -0.726
H -3.228 -1.511 -1.517
H -2.961 -0.511 -2.979
H -4.151 -0.089 -1.835
H -2.543 0.818 -0.334
H -1.710 1.113 -1.951
H -0.453 0.289 -0.288
```



A 9-piece molecular cluster, C4H26NO9 overall, computed with ωB97M-V/def2-TZVPD.

Computed properties:
HOMO-LUMO gap (alpha / beta), eV: 8.64 / 3.00
Relative energy (zero: lowest compared OMol25 entry of this formula, charge and spin), kcal/mol: 59.3
HOMO energy (alpha / beta), eV: -9.56 / -9.56
2S+1: 2

Structure (XYZ):
```
40
C4H26NO9 | the OMol25 dataset | ωB97M-V/def2-TZVPD
O 0.489 -0.537 -1.474
H 0.052 -0.598 -0.602
C -2.353 0.511 1.228
C -1.546 0.966 2.503
C -0.144 0.368 2.631
O 0.592 1.041 3.666
C 1.943 0.447 3.866
N -1.364 2.405 2.372
H -2.282 -0.560 1.035
H -1.860 0.832 0.311
H -3.410 0.774 1.230
H -2.038 0.812 3.464
H 0.352 0.409 1.662
H -0.192 -0.697 2.855
H 1.986 -0.557 4.288
H 2.509 1.105 4.525
H 2.470 0.357 2.916
H -2.052 2.897 2.924
H -0.554 2.539 2.961
O 2.561 -1.953 -0.612
H 2.734 -2.676 -1.216
H 1.820 -1.488 -1.000
O -2.539 -0.942 -2.103
H -2.714 -0.859 -3.040
H -1.647 -0.612 -1.995
O -0.912 -2.519 -0.368
H -1.735 -2.454 -0.852
H -0.323 -1.910 -0.814
O 2.195 0.194 -3.428
H 1.619 0.241 -4.190
H 1.630 -0.112 -2.718
O 0.344 -2.544 -3.403
H 0.388 -1.824 -2.774
H 0.245 -2.115 -4.253
O 1.978 1.653 -0.791
H 1.414 0.927 -1.057
H 2.513 1.837 -1.564
O -0.903 1.634 -2.398
H -0.456 0.820 -2.166
H -0.813 2.186 -1.621
```



A 9-piece molecular cluster, C4H26O10 overall, computed with ωB97M-V/def2-TZVPD.

Computed properties:
HOMO-LUMO gap (alpha / beta), eV: 10.58 / 3.84
Relative energy (zero: lowest compared OMol25 entry of this formula, charge and spin), kcal/mol: 31.3
HOMO energy (alpha / beta), eV: -14.02 / -14.02
Total charge: +1
2S+1: 2

Structure (XYZ):
```
40
C4H26O10 | the OMol25 dataset | ωB97M-V/def2-TZVPD
C 1.716 0.616 1.910
O 0.758 1.376 1.204
C 1.021 -0.717 2.563
C 0.855 -1.831 1.531
C -0.029 -1.319 0.398
O -1.391 -1.500 0.827
H 2.313 0.202 1.034
H 2.465 1.279 2.452
H -0.099 1.266 1.677
H 0.092 -0.301 2.941
H 1.455 -0.986 3.527
H 0.264 -2.681 2.047
H 1.769 -2.358 1.433
H 0.089 -2.038 -0.452
H 0.034 -0.310 0.043
H -1.514 -1.067 1.706
H 2.542 1.543 -2.757
H 1.487 0.409 -3.149
O 2.393 0.597 -2.663
H -0.693 0.076 -2.264
H -0.862 -0.643 -3.547
O -0.347 -0.525 -2.838
H 2.893 -1.723 -1.062
H 3.376 -1.984 0.257
O 3.272 -2.322 -0.607
H -0.397 2.605 -1.193
H -1.465 3.530 -1.088
O -1.314 2.657 -1.492
H 1.094 1.920 -0.240
H 1.161 0.959 -1.446
O 1.063 1.941 -1.306
H -2.847 -1.568 -2.442
H -3.602 -0.443 -1.777
O -3.169 -0.670 -2.609
H -1.609 1.682 2.893
H -2.832 0.986 2.084
O -1.942 0.812 2.686
H -2.450 0.635 -0.642
H -2.541 -0.451 0.319
O -3.007 0.343 0.044
```



C4H28HgO11 as an isolated structure, computed with ωB97M-V/def2-TZVPD.

Computed properties:
HOMO-LUMO gap, eV: 6.33
Relative energy (zero: lowest compared OMol25 entry of this formula, charge and spin), kcal/mol: 14.9
HOMO energy, eV: -9.51

Structure (XYZ):
```
44
C4H28HgO11 | the OMol25 dataset | ωB97M-V/def2-TZVPD
Hg -0.861 2.630 2.538
C -0.844 4.965 -1.079
C -1.751 4.444 0.032
O -1.244 4.439 1.316
H -0.621 6.010 -0.862
H -1.303 4.804 -2.055
H 0.107 4.433 -1.177
H -2.003 3.404 -0.243
H -2.729 4.938 -0.058
C -0.265 -0.711 -0.618
C -0.202 0.722 -0.042
O -0.536 0.803 1.302
H 0.477 -1.278 -0.054
H -0.009 -0.633 -1.675
H -1.237 -1.193 -0.531
H -0.818 1.352 -0.697
H 0.841 1.029 -0.236
O 3.560 -1.347 0.097
H 4.506 -1.177 0.172
H 3.222 -0.622 -0.442
O 3.237 3.152 0.597
H 2.980 2.587 -0.137
H 4.198 3.186 0.554
O 0.219 -3.001 -3.889
H 0.942 -2.708 -3.326
H -0.072 -2.206 -4.346
O -3.709 -3.102 -0.853
H -4.459 -3.189 -1.452
H -2.932 -3.181 -1.418
O -0.734 -1.457 2.875
H -0.045 -1.333 3.538
H -0.654 -0.681 2.282
O 1.971 -3.945 -0.188
H 2.385 -3.096 0.015
H 2.566 -4.364 -0.816
O -0.012 -3.890 1.808
H 0.850 -3.653 1.434
H -0.347 -3.059 2.207
O -3.859 -0.528 0.049
H -2.974 -0.154 0.016
H -3.747 -1.465 -0.219
O 2.102 -0.290 2.230
H 2.502 -0.758 1.480
H 1.302 0.123 1.873
```



A 10-piece molecular cluster, C4H28N2O10S overall, computed with ωB97M-V/def2-TZVPD.

Computed properties:
SMILES string: NC(=O)NCCCS.O.O.O.O.O.O.O.O.O
HOMO-LUMO gap, eV: 8.49
Relative energy (zero: lowest compared OMol25 entry of this formula, charge and spin), kcal/mol: 104.6
HOMO energy, eV: -8.90

Structure (XYZ):
```
45
C4H28N2O10S | the OMol25 dataset | ωB97M-V/def2-TZVPD
N 0.338 -1.353 1.215
C -0.785 -1.073 0.414
O -1.917 -1.538 0.676
N -0.644 -0.258 -0.659
C 0.593 0.024 -1.432
C 0.219 0.918 -2.626
C -0.508 2.176 -2.128
S 0.129 3.748 -2.757
H 0.109 -2.151 1.793
H 0.834 -0.551 1.653
H -1.403 -0.138 -1.345
H 1.437 0.315 -0.779
H 0.808 -0.949 -1.930
H 1.233 1.074 -3.181
H -0.260 0.339 -3.388
H -1.604 2.206 -2.265
H -0.418 2.222 -1.051
H 0.799 3.213 -3.799
O 2.880 -2.015 -0.457
H 1.917 -1.999 -0.395
H 3.188 -2.664 -1.090
O -3.616 0.546 -0.185
H -2.923 -0.079 0.148
H -4.303 0.215 0.411
O 1.565 -0.165 3.496
H 2.389 -0.679 3.295
H 2.130 0.622 3.318
O -2.452 -2.332 -1.736
H -2.767 -1.721 -1.069
H -1.631 -2.646 -1.399
O -1.173 1.573 3.701
H -1.015 1.283 2.776
H -1.066 0.689 4.088
O 3.913 0.399 -0.139
H 3.589 -0.527 -0.166
H 4.868 0.313 -0.179
O 0.296 -3.238 -1.617
H -0.335 -3.752 -2.205
H 0.828 -4.011 -1.362
O -3.689 1.609 3.068
H -3.407 1.136 2.296
H -3.231 2.340 3.467
O 1.692 2.722 1.297
H 2.328 2.169 0.816
H 1.065 1.988 1.409
```



A 11-piece molecular cluster, C4H28NO13 overall, computed with ωB97M-V/def2-TZVPD.

Computed properties:
HOMO-LUMO gap, eV: 10.52
Relative energy (zero: lowest compared OMol25 entry of this formula, charge and spin), kcal/mol: 0.0
HOMO energy, eV: -13.23
Total charge: +1

Structure (XYZ):
```
46
C4H28NO13 | the OMol25 dataset | ωB97M-V/def2-TZVPD
O -0.624 1.038 -0.528
C -0.171 0.088 0.097
O -0.952 -0.691 0.791
C 1.324 -0.213 0.005
C 2.139 0.834 0.724
C 3.602 0.813 0.449
O 4.147 -0.226 0.148
N 1.515 -1.611 0.524
H -1.738 -0.290 1.260
H 1.601 -0.285 -1.045
H 1.719 1.814 0.568
H 2.057 0.735 1.824
H 4.234 1.703 0.566
H 1.200 -2.425 -0.067
H 2.513 -1.780 0.691
H 1.091 -1.705 1.475
H -4.061 -1.475 2.308
H -4.515 -1.509 0.864
O -3.770 -1.257 1.422
H 0.649 2.000 3.966
H 0.519 2.473 2.574
O 0.793 1.690 3.063
H -0.995 0.342 -4.608
H 0.097 0.867 -3.772
O -0.731 1.167 -4.178
H -2.701 1.605 1.109
H -3.255 0.512 2.114
O -2.525 1.114 1.917
H 1.042 -0.202 3.286
H -0.189 -1.134 3.224
O 0.762 -1.119 3.156
H -2.045 0.153 -1.366
H -2.153 0.741 -2.671
O -2.410 -0.092 -2.237
H 2.749 2.065 -2.467
H 1.247 2.302 -1.902
O 1.969 1.662 -2.084
H -0.828 3.340 -2.155
H -0.306 2.664 -0.981
O -0.046 3.395 -1.584
H -0.286 -4.044 -0.619
H 1.103 -4.757 -0.308
O 0.568 -3.969 -0.183
H -1.754 -1.869 -1.155
H -1.467 -2.141 -2.547
O -1.116 -2.323 -1.666
```



A 10-piece molecular cluster, C4H29NO9S overall, computed with ωB97M-V/def2-TZVPD.

Computed properties:
HOMO-LUMO gap (alpha / beta), eV: 10.00 / 3.97
HOMO energy (alpha / beta), eV: -13.36 / -12.82
Total charge: +1
2S+1: 2

Structure (XYZ):
```
44
C4H29NO9S | the OMol25 dataset | ωB97M-V/def2-TZVPD
C 1.590 0.784 -2.036
C 0.601 0.057 -1.133
C -0.649 -0.309 -1.950
C -0.379 -1.262 -3.136
S -0.189 -0.511 -4.761
N 0.095 0.975 -0.109
H 1.184 1.321 -2.895
H 2.421 0.144 -2.379
H 2.258 1.422 -1.444
H 1.035 -0.819 -0.659
H -1.396 -0.761 -1.302
H -0.983 0.655 -2.329
H 0.607 -1.718 -3.011
H -1.190 -1.975 -3.285
H -1.111 0.491 -4.834
H 0.327 0.649 0.834
H 0.397 1.928 -0.223
H -1.565 -3.397 2.009
H -0.870 -2.295 2.661
O -0.723 -3.231 2.456
H 2.679 -2.849 1.384
H 2.310 -1.979 0.210
O 2.910 -2.017 0.966
H -0.996 0.299 1.871
H -2.164 0.871 2.540
O -1.708 0.026 2.458
H -3.573 -2.172 1.920
H -2.456 -1.496 1.009
O -3.255 -2.035 1.028
H 0.523 -3.748 1.244
H 1.152 -4.587 -0.108
O 0.882 -3.782 0.330
H 0.903 -0.206 3.245
H 2.024 -0.501 2.196
O 1.166 -0.066 2.333
H -3.217 2.569 1.274
H -2.261 2.120 0.126
O -2.648 2.884 0.561
H 2.456 3.479 0.739
H 2.227 4.048 -0.624
O 2.613 4.281 0.230
H 0.319 4.509 0.464
H -1.145 4.190 1.024
O -0.200 4.018 1.107
```



C4H2Br3NO as an isolated structure, computed with ωB97M-V/def2-TZVPD.

Computed properties:
HOMO-LUMO gap (alpha / beta), eV: 5.93 / 5.92
Relative energy (zero: lowest compared OMol25 entry of this formula, charge and spin), kcal/mol: 54.7
HOMO energy (alpha / beta), eV: -8.68 / -8.67

Structure (XYZ):
```
11
C4H2Br3NO | the OMol25 dataset | ωB97M-V/def2-TZVPD
C -0.738 -1.175 -1.388
C -0.092 1.116 -0.841
C -1.012 0.045 -0.790
C 0.783 -0.236 1.458
N -0.437 -2.189 -1.846
O -0.207 2.135 -0.151
Br 2.539 -0.470 0.877
Br 0.342 1.403 2.185
Br -0.064 -1.748 2.173
H 0.800 0.969 -1.471
H -1.914 0.149 -0.206
```